# 1
This record from OMol25 describes a structure of composition C34H70F3O14PSi. The level of theory is the ωB97M-V functional and the def2-TZVPD basis.

```
123
Properties=species:S:1:pos:R:3:forces:R:3:lowdin_charge:R:1
C -4.209 7.755 8.147 0.033 -0.018 0.042 -0.11
C -3.092 8.095 7.153 -0.091 -0.135 0.000 -0.25
C -3.619 8.662 5.832 -0.121 -0.014 -0.027 -0.18
C -4.133 7.590 4.878 -0.017 -0.017 0.085 -0.20
O -3.007 7.235 4.066 0.087 -0.209 0.078 -0.10
O -3.166 5.874 3.635 -0.014 0.343 0.177 -0.18
P -3.947 5.718 2.218 -0.151 -0.427 -0.071 0.38
O -4.432 6.953 1.606 0.198 -0.204 0.068 -0.21
O -5.110 4.696 2.631 0.057 -0.081 -0.221 -0.17
C -6.353 5.178 3.118 0.329 0.424 0.029 -0.15
C -7.453 4.163 2.827 -0.170 -0.260 -0.049 -0.25
O -7.302 3.469 1.615 -0.010 0.227 -0.081 0.03
C -7.521 3.104 3.932 0.138 0.276 -0.044 -0.60
F -8.118 3.643 5.012 -0.063 0.104 0.184 0.14
F -6.308 2.697 4.322 0.211 -0.091 0.003 0.16
F -8.211 2.026 3.587 -0.239 -0.151 -0.168 0.17
O -2.985 4.778 1.433 -0.350 0.323 0.281 -0.22
Si -1.908 3.560 1.979 0.207 -0.240 -0.233 0.42
C -2.702 2.539 3.312 -0.171 0.072 0.151 -0.15
C -1.625 2.528 0.463 -0.181 -0.049 -0.184 -0.15
C -0.324 4.321 2.560 -0.094 0.089 -0.036 -0.15
H -4.978 8.535 8.153 0.081 -0.058 0.019 0.07
H -3.828 7.668 9.169 0.001 -0.033 -0.138 0.07
H -4.695 6.804 7.907 -0.013 0.131 -0.037 0.07
H -2.519 7.184 6.934 0.068 0.170 0.054 0.11
H -2.396 8.811 7.597 -0.098 -0.019 -0.051 0.10
H -2.817 9.214 5.334 -0.168 0.005 -0.023 0.09
H -4.432 9.372 6.023 0.158 -0.012 0.013 0.12
H -4.466 6.695 5.420 0.065 0.111 -0.039 0.12
H -4.946 7.939 4.230 0.109 -0.009 0.027 0.12
H -6.274 5.352 4.199 -0.134 -0.004 -0.101 0.13
H -6.582 6.134 2.634 -0.024 -0.136 0.009 0.13
H -8.406 4.708 2.862 -0.001 -0.139 0.073 0.16
H -7.162 4.104 0.900 0.078 -0.092 0.130 0.12
H -3.731 2.264 3.060 0.118 -0.051 -0.021 0.03
H -2.104 1.626 3.421 -0.088 0.069 0.027 0.03
H -2.725 3.057 4.276 0.037 -0.050 -0.098 0.04
H -2.443 1.811 0.325 0.103 0.066 0.017 0.04
H -0.691 1.963 0.541 -0.094 0.028 -0.030 0.02
H -1.587 3.147 -0.440 0.094 -0.044 0.119 0.04
H -0.105 5.243 2.013 0.071 -0.101 0.041 0.04
H 0.457 3.580 2.363 0.056 0.178 0.118 0.02
H -0.343 4.542 3.630 0.030 0.020 -0.101 0.04
C 1.694 0.087 5.268 0.033 0.056 -0.024 -0.03
C 1.248 0.417 3.862 -0.042 -0.043 -0.006 -0.50
O 1.431 1.512 3.383 -0.009 0.004 0.040 0.06
C 0.559 -0.683 3.094 -0.035 0.099 -0.065 -0.02
H 2.172 0.953 5.719 -0.002 -0.010 0.002 0.08
H 0.835 -0.217 5.869 -0.004 -0.013 -0.005 0.08
H 2.390 -0.754 5.251 -0.010 -0.013 0.000 0.08
H -0.323 -1.020 3.644 0.015 -0.027 0.017 0.09
H 1.226 -1.542 2.992 0.001 -0.012 0.037 0.09
H 0.274 -0.331 2.106 0.013 -0.016 0.003 0.05
C 0.174 -2.042 -1.646 -0.151 0.067 0.135 -0.02
C 0.963 -0.847 -1.171 0.080 -0.138 -0.100 -0.48
O 0.591 -0.144 -0.258 -0.017 0.005 -0.033 0.05
C 2.266 -0.630 -1.895 -0.067 0.071 0.178 -0.02
H -0.751 -2.140 -1.082 0.015 0.031 0.014 0.08
H -0.042 -1.962 -2.712 0.065 -0.014 0.034 0.06
H 0.784 -2.938 -1.515 -0.009 -0.034 -0.061 0.08
H 2.071 -0.415 -2.947 0.005 -0.019 -0.024 0.09
H 2.839 -1.558 -1.871 0.072 0.097 -0.065 0.06
H 2.825 0.186 -1.443 -0.013 -0.008 -0.010 0.08
C 4.687 -3.219 -5.463 -0.051 0.077 0.019 -0.02
C 4.844 -3.511 -3.994 -0.126 -0.034 0.017 -0.49
O 4.112 -3.019 -3.163 0.108 -0.057 -0.059 0.05
C 5.926 -4.488 -3.618 -0.007 -0.032 0.098 -0.01
H 3.841 -2.555 -5.622 0.017 0.009 0.009 0.08
H 5.598 -2.761 -5.855 0.014 -0.028 -0.009 0.08
H 4.517 -4.158 -5.991 0.019 0.010 -0.031 0.07
H 6.902 -4.140 -3.962 -0.015 0.017 -0.047 0.09
H 5.721 -5.441 -4.109 0.028 -0.023 0.018 0.06
H 5.946 -4.640 -2.542 -0.005 0.007 -0.016 0.09
C 2.371 -7.994 -4.097 8.085 3.151 8.166 -0.10
C 2.487 -6.533 -4.451 -0.261 -0.693 2.893 -0.38
O 3.114 -6.171 -5.425 0.606 2.452 -0.084 0.05
C 1.785 -5.565 -3.540 0.611 -0.181 0.092 0.01
H 2.914 -8.597 -4.821 -0.198 -0.075 3.920 0.04
H 2.776 -8.167 -3.098 0.719 0.642 0.428 0.12
H 1.318 -8.283 -4.086 3.334 0.583 7.028 -0.08
H 2.189 -5.650 -2.529 0.100 -0.064 -0.048 0.11
H 0.726 -5.823 -3.491 1.528 -0.119 0.341 0.03
H 1.895 -4.544 -3.895 -0.008 -0.098 0.085 0.07
C -1.005 -5.463 -4.687 -0.704 0.060 -0.021 -0.02
C -0.639 -4.098 -5.208 0.112 0.015 -0.113 -0.47
O 0.144 -3.390 -4.616 -0.288 0.240 -0.161 0.05
C -1.269 -3.670 -6.511 0.009 0.021 0.051 -0.01
H -0.507 -5.638 -3.738 -1.331 0.177 -0.387 0.05
H -2.086 -5.539 -4.553 -0.034 0.013 -0.120 0.10
H -0.702 -6.238 -5.392 -0.012 -0.008 -0.027 0.09
H -2.357 -3.667 -6.416 -0.004 -0.013 -0.003 0.09
H -1.015 -4.383 -7.298 -0.004 -0.017 0.002 0.09
H -0.920 -2.678 -6.785 0.001 -0.012 0.005 0.08
C 0.358 12.750 6.165 -0.035 -0.029 0.050 -0.02
C -0.548 11.727 5.524 0.015 -0.015 -0.045 -0.49
O -1.246 10.993 6.184 0.030 0.045 0.022 0.07
C -0.535 11.665 4.016 -0.044 -0.047 0.022 -0.02
H 0.266 12.701 7.247 0.005 0.006 -0.008 0.08
H 1.394 12.565 5.874 0.002 0.005 -0.014 0.08
H 0.098 13.751 5.816 0.007 0.002 -0.014 0.08
H 0.473 11.448 3.660 0.008 0.013 0.001 0.09
H -0.824 12.632 3.600 0.012 0.008 0.000 0.09
H -1.219 10.895 3.668 0.007 0.006 -0.005 0.08
C 0.830 -10.278 -6.199 0.030 0.224 0.509 0.02
C 1.340 -8.942 -5.715 -1.500 -2.400 -5.369 -0.40
O 0.712 -8.280 -4.919 -10.622 -1.166 -9.193 0.09
C 2.661 -8.482 -6.272 -0.624 -1.241 -4.290 -0.09
H -0.125 -10.504 -5.732 -0.037 -0.058 -0.037 0.09
H 0.717 -10.264 -7.284 0.045 0.063 0.013 0.09
H 1.553 -11.061 -5.961 0.070 -0.109 -0.022 0.09
H 2.599 -8.416 -7.360 -0.130 -0.235 -0.547 0.11
H 3.436 -9.216 -6.041 0.057 -0.239 -0.637 0.11
H 2.941 -7.518 -5.854 0.540 -0.939 -2.511 -0.01
C 6.539 -8.247 -5.106 -0.075 0.037 0.028 -0.02
C 6.754 -8.542 -3.640 -0.041 -0.010 0.041 -0.50
O 6.119 -7.984 -2.777 0.035 -0.002 -0.083 0.07
C 7.802 -9.579 -3.312 -0.012 0.030 0.052 -0.02
H 5.752 -7.507 -5.231 -0.009 0.003 -0.002 0.06
H 7.465 -7.885 -5.556 0.003 -0.008 -0.011 0.09
H 6.262 -9.163 -5.632 0.033 -0.026 -0.017 0.08
H 8.771 -9.270 -3.707 0.003 -0.005 -0.015 0.08
H 7.549 -10.529 -3.785 0.005 -0.003 -0.014 0.08
H 7.868 -9.709 -2.235 0.003 -0.002 -0.011 0.08
```
Positions in Å, forces in eV/Å.

Calculated values
Total charge: 0
Orbital gap (eV): 8.1
HOMO level (eV): -7.8
Maximum force (hartree/bohr): 0.27413
Total energy (eV): -90370.619

---

# 2
This record from OMol25 describes a cluster of 2 separate species, C4H12 in total. The level of theory is the ωB97M-V functional and the def2-TZVPD basis.

```
16
Properties=species:S:1:pos:R:3:forces:R:3:lowdin_charge:R:1
C -1.960 1.104 0.208 2.189 -4.299 1.826 -0.20
C -0.954 2.119 -0.256 -1.114 1.574 0.401 -0.20
H -3.024 1.279 0.289 -0.155 0.394 -1.071 0.04
H -1.621 0.094 -0.387 -1.678 2.169 1.335 0.10
H -1.771 0.786 1.325 0.103 0.599 -1.879 0.08
H -1.068 3.066 0.278 0.289 -0.113 0.510 0.06
H -1.257 2.463 -1.237 0.629 -0.388 -0.750 0.06
H 0.076 1.771 -0.153 -0.246 0.045 -0.366 0.06
C 0.955 -2.003 -0.403 -1.890 -0.708 0.709 -0.18
C 1.907 -1.136 0.374 0.700 1.309 0.153 -0.19
H 0.207 -1.533 -1.060 0.925 0.266 -0.322 0.05
H 1.579 -2.752 -0.873 -0.434 -0.128 -0.737 0.06
H 0.223 -2.559 0.230 0.905 0.136 0.111 0.07
H 2.808 -1.715 0.469 0.500 -0.202 0.573 0.05
H 1.638 -0.739 1.363 -0.370 -0.481 -0.266 0.07
H 2.262 -0.246 -0.166 -0.352 -0.171 -0.226 0.06
```
Positions in Å, forces in eV/Å.

Calculated values
Total charge: 0
Orbital gap (eV): 12.2
HOMO level (eV): -11.1
Maximum force (hartree/bohr): 0.10031
ΔE to the lowest compared entry with this formula, charge and spin (kJ/mol): 98.1
Total energy (eV): -4341.511